Entry 1:
# C40H53AsN4Pb

C40H53AsN4Pb as an isolated structure at a distorted geometry (ωB97M-V with the def2-TZVPD basis set, OMol25).

Computed properties:
- Kohn-Sham gap: 5.55 eV
- F_max: 1.43 eV Å⁻¹
- HOMO: -6.092 eV
- Relative energy (zero: lowest compared OMol25 entry of this formula, charge and spin): 0.577 eV

Geometry (Å):
Pb: 0.81950 0.75165 0.13471
C: 2.90765 -3.21824 -1.05228
C: 3.22189 -3.83086 0.15274
C: 3.12154 -3.10257 1.32141
C: 2.69864 -1.77269 1.27514
N: 2.31620 -1.22421 0.11331
C: 2.44375 -1.91851 -1.01223
C: 2.67010 -0.91028 2.47709
C: 3.12593 -1.36788 3.71197
C: 3.10291 -0.51240 4.79378
C: 2.61298 0.76930 4.63093
C: 2.16901 1.17375 3.37306
N: 2.21449 0.33972 2.32404
C: 1.59783 2.53437 3.17626
C: 1.57549 3.48202 4.20254
C: 1.00282 4.71989 3.97723
C: 0.45538 4.99531 2.73401
C: 0.51912 4.00350 1.77210
N: 1.07227 2.81614 1.98031
H: 2.99567 -3.74378 -1.99234
H: 3.54980 -4.86144 0.17828
H: 3.36680 -3.57057 2.26290
H: 2.14001 -1.39939 -1.91186
H: 3.51179 -2.36832 3.83339
H: 3.46195 -0.83773 5.76085
H: 2.57730 1.43571 5.47792
H: 2.00335 3.27585 5.17196
H: 0.98124 5.45950 4.76655
H: -0.00819 5.94816 2.52123
H: 0.09870 4.16391 0.78399
C: 3.14633 4.03348 -2.25509
C: 2.70557 3.28425 -0.99321
C: 3.75738 3.43805 0.10349
C: 2.43486 1.80500 -1.28997
H: 3.38825 5.07596 -2.02741
H: 2.35202 4.02493 -3.00407
H: 4.03008 3.56011 -2.68930
H: 1.78345 3.76582 -0.64565
H: 4.71143 3.02921 -0.23936
H: 3.45691 2.89226 1.00076
H: 3.91137 4.48761 0.36707
H: 3.37203 1.24099 -1.21427
H: 2.08595 1.70818 -2.31760
C: -5.15723 -1.47666 0.56526
C: -3.70787 -1.85284 0.39475
C: -3.19774 -3.00442 0.98387
C: -1.84757 -3.31578 0.87265
C: -1.28924 -4.55657 1.52386
C: -1.02396 -2.49397 0.11388
C: -1.51066 -1.35559 -0.54796
C: -2.86133 -1.03353 -0.33893
N: -0.64806 -0.57569 -1.32715
C: -0.83049 -0.66369 -2.78107
C: -0.54749 -2.09904 -3.29493
C: -0.61051 -2.17586 -4.82331
C: -2.01663 -1.79297 -5.28758
C: -2.32532 -0.36891 -4.82106
C: -1.31822 0.60134 -5.43877
C: 0.08771 0.21794 -4.97659
C: 0.40571 -1.20840 -5.43459
C: 0.16662 0.28279 -3.45004
C: -2.24198 -0.29017 -3.29198
H: -5.70157 -2.25047 1.10680
H: -5.63778 -1.32707 -0.40283
H: -5.24582 -0.54262 1.12762
H: -3.85411 -3.65656 1.55208
H: -2.03152 -5.02525 2.16982
H: -0.40689 -4.32101 2.12323
H: -0.98864 -5.28429 0.76631
H: 0.02324 -2.75259 -0.01341
H: -3.24609 -0.11061 -0.75673
H: -1.28514 -2.77617 -2.85283
H: 0.43532 -2.41884 -2.93965
H: -0.38072 -3.19751 -5.14797
H: -2.74934 -2.49093 -4.87081
H: -2.08411 -1.85353 -6.37915
H: -3.33825 -0.09655 -5.13704
H: -1.54857 1.62428 -5.12413
H: -1.37735 0.56651 -6.53175
H: 0.81652 0.91268 -5.40788
H: 1.41982 -1.48211 -5.12247
H: 0.36863 -1.26869 -6.52743
H: -0.02267 1.30132 -3.09287
H: 1.17296 0.00153 -3.12912
H: -2.97677 -0.96839 -2.85662
H: -2.48106 0.72673 -2.96140
C: -4.09364 0.12891 4.27196
As: -2.53389 0.08874 3.05848
C: -2.54851 2.02281 2.69614
C: -1.15786 0.12179 4.47035
H: -3.91838 0.78412 5.12699
H: -4.31387 -0.87658 4.63084
H: -4.96751 0.48752 3.72700
H: -2.66483 2.60452 3.61337
H: -3.37979 2.25335 2.02829
H: -1.62457 2.31633 2.19899
H: -1.26535 0.98774 5.12810
H: -0.16857 0.14341 4.01257
H: -1.23063 -0.78623 5.07047

Entry 2:
# C40H53BaN6OP

C40H53BaN6OP as an isolated structure at a distorted geometry (ωB97M-V with the def2-TZVPD basis set, OMol25).

Computed properties:
- Kohn-Sham gap: 7.36 eV
- F_max: 3.16 eV Å⁻¹
- HOMO: -13.772 eV
- Charge: +2
- Relative energy (zero: lowest compared OMol25 entry of this formula, charge and spin): 0.753 eV

Geometry (Å):
Ba: 0.43549 0.09689 0.34865
C: 1.34240 2.36961 -3.81074
C: 0.89662 2.14917 -2.51397
N: 0.49653 0.94531 -2.11450
C: 0.51144 -0.05800 -3.00541
C: 1.04764 0.16486 -4.27530
N: 1.45030 1.36369 -4.66672
C: -0.10283 -1.34310 -2.59200
C: -0.32025 -2.37314 -3.49357
C: -0.94169 -3.55384 -3.08030
C: -1.40115 -3.57988 -1.76118
C: -1.17795 -2.50402 -0.91786
N: -0.49753 -1.42118 -1.31549
C: -1.73439 -2.45641 0.45681
C: -2.43887 -3.51231 1.03827
N: -3.01655 -3.40551 2.22476
C: -2.92720 -2.24507 2.85876
C: -2.19455 -1.19743 2.31751
N: -1.58661 -1.31079 1.13970
C: -1.12467 -4.70045 -3.99590
C: -0.46932 -4.75688 -5.22619
C: -0.66206 -5.85870 -6.04626
N: -1.44084 -6.88248 -5.72256
C: -2.06550 -6.83676 -4.55316
C: -1.94372 -5.77978 -3.66381
H: 1.62774 3.35286 -4.16244
H: 0.84292 2.95174 -1.78609
H: 1.16405 -0.62687 -5.00430
H: -0.03138 -2.24582 -4.52403
H: -1.94543 -4.43474 -1.39562
H: -2.55191 -4.47341 0.55384
H: -3.43730 -2.15792 3.80957
H: -2.09627 -0.24795 2.83304
H: 0.20265 -3.97701 -5.55381
H: -0.16349 -5.91765 -7.00682
H: -2.69692 -7.68332 -4.30945
H: -2.50296 -5.80949 -2.74014
C: 4.67453 -5.65114 1.70287
C: 3.15495 -5.52276 1.72564
C: 2.74918 -4.08372 2.09037
C: 3.76003 -3.04834 1.55087
C: 4.38054 -3.57211 0.25223
C: 5.25139 -4.80528 0.55654
P: 2.98986 -1.36119 1.38135
C: 4.24473 -0.23421 0.58042
C: 4.07243 -0.23141 -0.94578
C: 4.76754 0.98489 -1.57482
C: 6.09062 1.31813 -0.85626
C: 6.66652 0.10275 -0.13489
C: 5.72447 -0.41051 0.96914
C: 2.85466 -0.69727 3.12116
C: 1.54566 -1.18223 3.76588
C: 1.43515 -0.67573 5.20224
C: 2.57649 -1.22876 6.08212
C: 3.74244 -1.78666 5.25800
C: 4.07268 -0.90839 4.05170
H: 4.96841 -6.69315 1.58259
H: 5.07578 -5.31978 2.66460
H: 2.72186 -6.21319 2.44986
H: 2.76025 -5.80056 0.74475
H: 2.70209 -4.01151 3.17791
H: 1.74537 -3.87616 1.70267
H: 4.56901 -2.93625 2.27971
H: 5.00208 -2.81763 -0.22585
H: 3.58564 -3.83212 -0.45326
H: 6.26408 -4.48453 0.80926
H: 5.32858 -5.41270 -0.34674
H: 3.91006 0.75725 0.92772
H: 3.00622 -0.22578 -1.21583
H: 4.49054 -1.14194 -1.37343
H: 4.10800 1.85794 -1.53589
H: 4.94966 0.77531 -2.63016
H: 5.93122 2.12129 -0.13175
H: 6.81813 1.68929 -1.57757
H: 7.62227 0.37241 0.31488
H: 6.87208 -0.69118 -0.85752
H: 5.91685 0.13180 1.89595
H: 5.95648 -1.45964 1.15965
H: 2.72834 0.38375 2.95574
H: 1.48562 -2.27021 3.76783
H: 0.68892 -0.81722 3.17987
H: 0.46927 -0.96846 5.61709
H: 1.46220 0.41868 5.19774
H: 2.19952 -2.01928 6.73151
H: 2.94203 -0.43707 6.73728
H: 3.51990 -2.80460 4.92576
H: 4.62690 -1.85446 5.89195
H: 4.90895 -1.34991 3.51024
H: 4.41783 0.06405 4.41216
C: 1.50888 4.27125 2.92677
C: 0.15471 4.03812 3.60741
C: -0.27140 2.66541 3.07537
O: 0.56347 2.38538 1.92155
C: 1.28461 3.58931 1.59118
H: 2.31213 3.77557 3.47362
H: 1.75469 5.32538 2.82283
H: -0.55477 4.80572 3.30171
H: 0.22220 4.04744 4.69226
H: -1.32122 2.65700 2.77321
H: -0.09915 1.87319 3.80706
H: 0.67070 4.22298 0.94175
H: 2.20240 3.30929 1.07161

Entry 3:
# C40H53BiN2O8P2Se3SiTe2

C40H53BiN2O8P2Se3SiTe2 as an isolated structure at a distorted geometry (ωB97M-V with the def2-TZVPD basis set, OMol25).

Computed properties:
- Kohn-Sham gap: 5.72 eV
- F_max: 2.54 eV Å⁻¹
- HOMO: -2.038 eV
- Charge: -2

Geometry (Å):
Bi: -5.96328 2.36062 22.48573
Se: -8.41225 4.32190 22.36854
Te: -9.98402 3.45489 24.18517
Te: -9.17320 0.85503 24.10002
Se: -6.74128 1.03623 25.03589
N: -3.78233 0.66024 17.57478
C: -2.47540 0.28208 18.16461
C: -2.82921 0.14714 19.64838
N: -4.01284 1.00232 19.83221
C: -4.47672 1.34564 18.74387
H: -3.72193 1.24678 16.77223
H: -1.86502 1.19616 18.02577
H: -2.03789 0.46349 20.32499
H: -5.35570 1.96850 18.52109
C: -8.55957 6.45621 19.15549
C: -7.16870 5.92199 18.74888
C: -6.62729 6.80224 17.60127
C: -7.14796 4.45771 18.27850
O: -6.32530 6.11981 19.87924
Si: -5.02260 5.20358 20.35621
O: -5.57324 3.85790 20.96408
O: -4.10301 6.24310 21.18364
C: -4.30339 6.97744 22.37877
C: -4.22513 8.48215 22.07860
C: -5.66398 6.62141 22.91634
C: -3.14434 6.59856 23.30006
O: -4.23535 4.94940 18.87978
C: -2.95340 5.36869 18.40744
C: -1.91404 4.76418 19.29914
C: -2.87667 6.90515 18.43494
C: -2.81203 4.83470 16.92829
H: -9.22493 6.44054 18.27841
H: -8.38950 7.46183 19.49895
H: -8.95479 5.88379 19.96924
H: -7.03528 6.47483 16.66355
H: -5.54310 6.74288 17.58302
H: -6.84285 7.85273 17.73772
H: -7.82325 4.27846 17.41777
H: -7.39433 3.81501 19.14397
H: -6.16628 4.21070 17.92077
H: -4.93127 8.74298 21.27882
H: -3.21137 8.74042 21.79397
H: -4.49969 9.05187 22.97223
H: -6.47846 6.92748 22.25687
H: -5.81298 7.00687 23.92196
H: -5.71681 5.53178 23.01850
H: -2.23284 6.87479 22.80721
H: -3.16777 5.53005 23.35598
H: -3.20966 7.00212 24.29711
H: -2.08432 5.00265 20.36089
H: -0.93073 5.13903 19.00689
H: -1.95526 3.64567 19.21553
H: -3.07433 7.25294 19.48783
H: -3.59647 7.38486 17.79398
H: -1.93256 7.30066 18.08348
H: -2.70877 3.76318 16.97103
H: -1.96653 5.35402 16.42406
H: -3.79577 5.06867 16.43118
O: -3.73169 1.36713 23.13699
Se: -3.19738 2.85988 23.50509
O: -2.55020 3.51960 22.20222
O: -4.73276 3.56333 23.71956
O: -2.41463 3.04330 24.90677
C: -5.89727 -4.17077 20.62257
P: -5.70047 -2.36131 20.81343
C: -4.65302 -1.66961 19.45942
C: -3.18809 -1.32432 19.82434
C: -2.39280 -2.00869 18.66669
C: -2.03562 -1.09097 17.75337
C: -4.65641 -0.55929 17.12630
C: -5.05574 -1.39749 18.14509
C: -7.35849 -1.72596 20.25773
C: -7.50655 -0.33555 20.30008
C: -8.67944 0.24052 19.89047
C: -9.71350 -0.53858 19.41608
C: -9.63036 -1.91146 19.45690
C: -8.42428 -2.47287 19.88110
P: -4.66789 -5.24595 21.48597
C: -4.61850 -4.36701 23.06149
C: -3.60073 -3.38241 23.20952
C: -3.69651 -2.37717 24.14936
C: -4.77411 -2.39720 25.06444
C: -5.67884 -3.47061 25.00992
C: -5.63603 -4.39615 23.99885
C: -5.79272 -6.66637 21.97157
C: -5.39190 -7.45158 23.03760
C: -6.27792 -8.36006 23.58512
C: -7.58875 -8.48989 23.08078
C: -7.92834 -7.79714 21.91653
C: -7.04266 -6.87245 21.37088
H: -6.01765 -4.38201 19.60582
H: -6.80078 -4.34221 21.23444
H: -2.94063 -1.67565 20.82080
H: -2.05645 -3.04534 18.64391
H: -1.77448 -1.32266 16.71964
H: -5.34665 -0.30667 16.33415
H: -6.04610 -1.81845 17.88946
H: -6.71203 0.24636 20.74269
H: -8.82991 1.29769 20.06057
H: -10.66130 -0.07186 19.12934
H: -10.55011 -2.46095 19.24850
H: -8.38474 -3.56421 19.89323
H: -2.81047 -3.36765 22.49218
H: -3.02781 -1.49284 24.12063
H: -4.86409 -1.54578 25.71474
H: -6.54728 -3.50533 25.64124
H: -6.48338 -5.10591 23.95240
H: -4.41289 -7.37313 23.48197
H: -6.02738 -8.91707 24.45338
H: -8.31147 -9.12092 23.55756
H: -8.90847 -7.89775 21.49116
H: -7.31898 -6.24463 20.53417

Values of calculated total energy, in order: -4203.6466 -2326.2399 -11194.7268, all in Ha.